No. 1
The following is a DFT calculation (ωB97M-V/def2-TZVPD) of a cluster of 7 separate species, C28H42O21 in total.

Structure (XYZ):
```
91
Properties=species:S:1:pos:R:3:lowdin_charge:R:1
C 7.4765 13.7690 11.6554 -0.003
C 8.8200 13.8463 10.9360 -0.322
C 9.2340 15.0440 10.1021 -0.137
O 10.2729 15.5592 10.7863 0.106
C 10.5991 14.8329 11.8294 -0.597
O 11.4577 15.0435 12.6384 0.159
O 9.7826 13.8144 11.9122 0.103
H 6.8025 14.2101 10.9211 0.073
H 7.2870 14.4152 12.5124 0.097
H 7.0224 12.7836 11.7593 0.085
H 9.0248 12.9068 10.4227 0.156
H 8.3939 15.7366 10.0511 0.130
H 9.4407 14.7892 9.0626 0.131
C 4.3438 16.0524 0.3235 -0.026
C 3.3028 15.2010 0.8890 -0.259
C 3.3203 13.7144 0.4221 -0.170
O 3.3467 12.8356 1.4239 0.108
C 3.4482 13.5608 2.5477 -0.607
O 3.6463 13.1219 3.6096 0.184
O 3.5265 14.8550 2.2894 0.066
H 4.2674 15.9784 -0.7613 0.100
H 5.3656 15.7903 0.5978 0.085
H 4.2910 17.1121 0.5733 0.089
H 2.2916 15.6077 0.8968 0.157
H 4.2084 13.3445 -0.0903 0.140
H 2.6137 13.5301 -0.3872 0.136
C 0.3698 19.8984 -0.8012 -0.028
C 0.4117 19.9790 0.6823 -0.341
C -0.9184 20.0841 1.4034 -0.072
O -0.7423 19.1065 2.4400 0.038
C 0.4646 18.4580 2.3806 -0.473
O 0.9185 17.6316 3.1931 0.099
O 1.0455 18.8146 1.1916 0.061
H 1.1953 19.3145 -1.2081 0.087
H 0.3047 20.9392 -1.1187 0.093
H -0.4190 19.3683 -1.3350 0.087
H 0.9795 20.8431 1.0275 0.154
H -1.8723 19.8142 0.9503 0.135
H -1.0833 21.0319 1.9159 0.134
C 8.1838 16.0903 2.4123 -0.029
C 9.6533 16.5585 2.3596 -0.320
C 10.2386 16.3936 3.7478 -0.096
O 11.3763 15.5622 3.5705 0.146
C 11.5333 15.3736 2.3226 -0.591
O 12.5487 14.9602 1.8045 0.159
O 10.3602 15.5880 1.6768 0.094
H 7.5584 16.8973 2.7940 0.070
H 7.8318 15.2782 3.0484 0.082
H 7.8818 15.9404 1.3757 0.080
H 9.6397 17.5599 1.9293 0.159
H 9.5658 15.9753 4.4964 0.124
H 10.2862 17.4234 4.1017 0.127
C 10.1982 17.3128 7.3622 -0.006
C 11.2994 18.3974 7.0885 -0.322
C 12.1707 18.6038 8.3160 -0.077
O 13.3844 18.8063 7.5820 0.064
C 13.3408 18.1881 6.3638 -0.527
O 14.3082 17.8843 5.6812 0.141
O 12.0893 17.8858 6.0414 0.090
H 10.6186 16.3438 7.6313 0.091
H 9.4564 17.2396 6.5670 0.054
H 9.5638 17.7595 8.1279 0.085
H 10.8378 19.3606 6.8708 0.153
H 12.1211 17.8481 9.0999 0.139
H 11.7952 19.5556 8.6918 0.135
C 3.7919 21.5395 7.9436 -0.019
C 3.6191 21.5866 6.4467 -0.336
C 4.3753 20.6589 5.4740 -0.077
O 3.3890 20.7461 4.5121 0.063
C 2.1670 20.9629 4.9145 -0.608
O 1.2196 20.9817 4.1933 0.176
O 2.2499 21.4063 6.1423 0.133
H 4.8555 21.5101 8.1800 0.088
H 3.3676 20.6076 8.3174 0.097
H 3.4695 22.5175 8.3010 0.091
H 3.9451 22.6191 6.3204 0.148
H 4.3582 19.6462 5.8769 0.112
H 5.3541 21.0837 5.2515 0.150
C 4.2587 17.4779 4.3701 0.021
C 4.7237 16.5270 5.5651 -0.327
C 6.0202 15.8390 5.3924 -0.109
O 6.8567 16.3368 6.4099 0.087
C 6.0729 16.9457 7.2909 -0.484
O 6.5249 17.2762 8.4145 0.086
O 4.8182 17.1442 6.7887 0.102
H 4.0171 17.0505 3.3969 0.069
H 5.0984 18.1444 4.1734 0.077
H 3.4191 18.1051 4.6698 0.069
H 3.9444 15.7710 5.6616 0.157
H 6.2918 16.1287 4.3773 0.101
H 5.8385 14.7649 5.4287 0.149
```

- SMILES string = C[C@H]1COC(=O)O1.C[C@H]1COC(=O)O1.C[C@H]1COC(=O)O1.C[C@H]1COC(=O)O1.C[C@H]1COC(=O)O1.C[C@H]1COC(=O)O1.C[C@H]1COC(=O)O1
- largest force on an atom (eV/A) = 5.939
- electronic energy (a.u.) = -2672.08201
- frontier orbital gap (Ha) = 0.384
- M (g/mol) = 714.62
- LUMO energy (eV) = -0.19
- HOMO energy (eV) = -10.6

No. 2
The following is a DFT calculation (ωB97M-V/def2-TZVPD) of a structure of composition C28H43Br48NO5PS.

Structure (XYZ):
```
127
Properties=species:S:1:pos:R:3:lowdin_charge:R:1
C 5.6382 -2.5980 0.5114 -0.157
C 5.0677 -2.3096 -1.0215 -0.378
C 6.1215 -1.4534 -1.9394 -0.114
C 3.5204 -1.7085 -1.0282 -0.192
C 3.5553 -0.1100 -0.5535 -0.267
P 1.8570 0.5159 0.1063 0.468
C 0.0024 0.6905 0.5201 -0.173
C -0.8661 -0.7249 0.3209 -0.284
O -0.4859 -1.9134 0.7962 -0.062
N -2.2086 -0.6595 -0.4066 -0.189
C -2.4568 -1.8888 -1.2528 -0.136
C -3.2587 -0.7223 0.7164 -0.164
S 2.6681 1.3832 1.8880 0.650
C 3.3111 -0.0085 3.0012 -0.252
O 1.7485 2.3955 2.6138 -0.467
O 3.9434 2.2075 1.4554 -0.485
O 1.9923 2.1627 -0.5420 -0.389
C 1.8756 2.2986 -2.0176 -0.246
C 1.2772 0.8649 -2.5676 -0.186
O 1.2717 -0.1265 -1.4430 -0.389
H 5.6580 -3.7508 0.7606 -0.061
H 4.9533 -2.0843 1.3175 0.065
H 6.7458 -2.1910 0.6525 0.044
H 4.9831 -3.3864 -1.5297 0.108
H 6.0667 -1.8368 -3.0491 0.077
H 5.9885 -0.2916 -1.9033 0.066
H 7.2072 -1.6694 -1.4925 0.076
H 3.1201 -1.8589 -2.1173 0.110
H 2.9309 -2.3700 -0.2302 0.118
H 4.4231 -0.0591 0.2583 0.087
H 3.9437 0.5012 -1.4945 0.071
H 1.8570 -0.7665 0.8050 0.013
H -0.4655 1.4403 -0.2814 0.045
H -0.2436 1.0510 1.6050 0.092
H -1.4385 -2.3637 -1.5930 0.109
H -3.1687 -2.6727 -0.7445 0.088
H -3.0106 -1.5388 -2.2480 0.051
H -3.0004 0.0543 1.5539 0.086
H -3.2899 -1.7854 1.2449 0.053
H -4.3465 -0.5345 0.3029 0.080
H 3.0454 -1.0888 2.6023 0.036
H 3.0155 0.1356 4.1414 0.042
H 4.5011 0.0438 2.9814 0.081
H 2.9711 2.5884 -2.3930 -0.109
H 1.2581 3.2804 -2.2415 0.112
H 1.9563 0.6236 -3.5048 0.133
H 0.1444 1.1354 -2.7481 -0.007
C -5.0979 -1.7149 4.4558 -1.564
Br -3.6197 -2.9132 4.0521 0.589
Br -6.1161 -1.2589 2.8622 0.550
Br -6.2375 -2.4205 5.8655 0.555
H -4.6612 -0.7844 4.8333 -0.018
C 7.7079 -4.7737 3.3601 -1.586
Br 5.8269 -4.9692 2.9045 0.581
Br 8.7115 -3.9082 1.9360 0.581
Br 7.9494 -3.8722 5.0669 0.562
H 8.1166 -5.7834 3.4712 -0.088
C -8.7498 -1.6373 8.6868 -1.586
Br -10.4356 -0.9086 8.0455 0.556
Br -8.3565 -1.0614 10.5028 0.564
Br -8.6847 -3.5735 8.5114 0.532
H -7.9611 -1.2313 8.0448 -0.064
C -2.9371 1.7832 -3.7580 -1.540
Br -3.4672 3.0713 -5.1159 0.538
Br -2.1542 0.1847 -4.5429 0.583
Br -1.7696 2.5795 -2.4213 0.683
H -3.8499 1.4709 -3.2399 -0.020
C 5.9130 3.9140 -4.1632 -1.581
Br 7.3912 2.7156 -4.5668 0.531
Br 4.8948 4.3699 -5.7568 0.554
Br 4.7734 3.2084 -2.7534 0.768
H 6.3497 4.8445 -3.7856 -0.065
C -1.4371 1.6341 -8.4559 -1.601
Br -1.9672 2.9222 -9.8138 0.527
Br -0.6542 0.0356 -9.2408 0.553
Br -0.2696 2.4304 -7.1192 0.533
H -2.3499 1.3217 -7.9378 -0.040
C -6.7011 3.2587 3.1220 -1.598
Br -5.1127 2.5749 2.2313 0.561
Br -8.0433 3.8594 1.8484 0.523
Br -7.4293 1.9753 4.3896 0.536
H -6.3915 4.1368 3.6983 -0.045
C -7.5870 8.1413 2.5585 -1.592
Br -6.1088 6.9430 2.1548 0.557
Br -8.6052 8.5973 0.9649 0.552
Br -8.7266 7.4358 3.9682 0.544
H -7.1503 9.0718 2.9360 -0.025
C 7.4620 -7.8065 -0.2487 -1.577
Br 6.1598 -6.4017 -0.5878 0.584
Br 8.0558 -7.8112 1.6038 0.586
Br 6.8050 -9.5516 -0.8026 0.553
H 8.3394 -7.5847 -0.8651 -0.020
C 9.0659 5.6577 -6.6375 -1.587
Br 8.9384 5.9325 -4.7159 0.570
Br 9.0197 7.3396 -7.6138 0.569
Br 10.6181 4.5865 -7.1141 0.558
H 8.1801 5.0888 -6.9386 -0.038
C -0.8341 6.4031 -11.9416 -1.614
Br -0.9616 6.6778 -10.0200 0.538
Br -0.8803 8.0850 -12.9180 0.545
Br 0.7181 5.3319 -12.4183 0.547
H -1.7199 5.8342 -12.2427 -0.027
C -8.5791 -5.6377 11.8986 -1.611
Br -9.6739 -6.5893 10.6025 0.534
Br -8.7279 -6.4101 13.6778 0.552
Br -6.7266 -5.5023 11.3210 0.540
H -8.9705 -4.6168 11.9595 -0.032
C 9.5099 11.0766 -8.3724 -1.621
Br 7.6288 10.8811 -8.8280 0.542
Br 10.5135 11.9421 -9.7964 0.549
Br 9.7513 11.9781 -6.6656 0.554
H 9.9186 10.0668 -8.2613 -0.078
C 1.4213 -2.4722 5.9289 -1.589
Br 0.1973 -3.7389 6.7543 0.536
Br 2.7924 -3.3690 4.8800 0.552
Br 0.4777 -1.1271 4.8876 0.596
H 1.9333 -1.9464 6.7415 -0.023
C -9.9636 -5.0850 4.9795 -1.600
Br -11.1272 -3.5268 4.9309 0.540
Br -10.9695 -6.7323 5.2216 0.550
Br -8.8009 -5.1691 3.4223 0.535
H -9.3167 -4.9737 5.8560 -0.070
C -7.1055 -8.3616 0.8544 -1.603
Br -6.4886 -9.1448 2.5248 0.548
Br -9.0242 -8.0412 0.8702 0.527
Br -6.1073 -6.7564 0.3953 0.555
H -6.9105 -9.0959 0.0658 -0.027
```

- largest force on an atom (eV/A) = 7.771
- electronic energy (a.u.) = -125815.39453
- frontier orbital gap (Ha) = 0.229
- net charge = -1
- M (g/mol) = 4372.09
- LUMO energy (eV) = 0.67
- HOMO energy (eV) = -5.6